(1)
Here is a molecular structure, C23H68FGaNO9S9 from OMol25. Energies are from ωB97M-V with the def2-TZVPD basis set.

```
112
Properties=species:S:1:pos:R:3:mulliken_charge:R:1
Ga 3.745 3.038 2.431 0.42
S 5.104 -2.398 -2.642 0.38
S -1.883 -10.143 8.808 0.44
S -0.744 -2.015 2.147 0.66
S 0.581 -1.286 -1.313 0.70
S 1.989 7.755 -2.970 0.54
S -2.994 -2.740 -3.147 0.55
S 2.427 11.465 -2.204 0.60
S -2.514 -6.018 5.224 0.50
S -7.601 -3.053 -6.261 0.48
F 1.350 1.773 1.441 -0.38
O -3.350 -5.232 4.277 -0.61
O 0.322 -2.533 3.058 -0.71
O -0.841 -0.947 -0.993 -0.50
O -2.845 -2.320 -4.574 -0.67
O 3.662 -2.130 -2.402 -0.48
O -7.297 -4.197 -5.363 -0.59
O 1.931 6.662 -1.972 -0.54
O 1.966 11.333 -3.612 -0.61
O -2.722 -9.367 7.857 -0.54
N 4.364 2.819 -2.273 -0.59
C 5.190 -3.650 -3.930 -1.01
C -9.278 -2.522 -5.881 -0.93
C -2.306 -2.484 2.903 -1.04
C 1.471 7.064 -4.549 -1.05
C -4.520 -3.684 -3.052 -0.81
C 0.974 11.354 -1.157 -0.91
C 3.716 7.966 -3.417 -1.13
C -6.780 -1.609 -5.574 -0.85
C 3.988 4.271 -0.289 -0.46
C 0.509 -2.564 -2.570 -0.90
C -1.031 -8.948 9.846 -0.94
C 2.734 13.215 -1.921 -0.99
C 2.450 1.419 2.313 -0.18
C -3.604 -6.661 6.496 -0.79
C -1.672 -4.826 6.272 -0.86
C 4.057 2.848 -0.816 0.24
C 5.718 -1.042 -3.649 -0.74
C -3.593 -1.318 -2.237 -0.88
C -0.858 -0.246 2.395 -0.46
C 1.176 0.025 -2.382 -0.84
C 3.132 0.203 1.678 -0.92
C 3.153 4.389 0.999 -0.97
C -2.984 -10.756 10.091 -0.94
H 2.127 4.175 0.714 0.28
H -7.077 -0.723 -6.137 0.45
H 3.792 8.682 -4.237 0.40
H 1.254 11.572 -0.126 0.36
H 3.591 13.504 -2.526 0.32
H -9.503 -1.609 -6.433 0.35
H -0.958 -0.022 3.458 0.45
H 4.989 4.682 -0.163 0.24
H 0.481 0.161 -3.212 0.43
H -3.572 -9.930 10.493 0.30
H 3.490 4.828 -1.077 0.14
H 2.960 13.377 -0.867 0.35
H 4.806 2.281 -0.280 0.20
H 4.800 -4.578 -3.516 0.33
H -3.828 -1.619 -1.217 0.30
H -5.704 -1.759 -5.667 0.23
H -4.255 -7.403 6.039 0.31
H -3.012 -7.137 7.272 0.18
H 2.467 -0.225 0.930 -0.05
H 5.697 -0.142 -3.037 0.06
H -2.794 -0.582 -2.214 0.21
H 6.742 -1.256 -3.956 0.42
H 5.242 2.462 2.152 -0.32
H 0.597 10.336 -1.226 0.28
H 1.860 13.794 -2.220 0.30
H 3.593 2.464 -2.818 0.24
H -1.752 -8.246 10.265 0.30
H 3.077 2.407 -0.666 -0.28
H -2.395 -11.226 10.878 0.37
H 4.583 -3.344 -4.782 0.29
H -0.965 -4.278 5.650 0.27
H 4.076 0.481 1.223 0.33
H 6.229 -3.791 -4.229 0.40
H -1.712 0.138 1.837 0.33
H 0.104 -3.462 -2.107 0.33
H -3.644 -11.492 9.638 0.31
H 0.054 0.201 2.000 -0.28
H 3.204 5.418 1.347 0.49
H -5.327 -3.111 -3.506 0.07
H 2.167 -0.243 -2.743 0.21
H -3.131 -2.023 2.358 0.38
H 1.508 -2.761 -2.945 0.27
H 5.075 -0.913 -4.520 0.30
H -2.400 -3.565 2.855 0.32
H -4.748 -3.905 -2.010 0.38
H -1.136 -5.353 7.061 0.36
H 2.002 1.151 3.267 0.61
H 1.230 0.935 -1.785 0.21
H -9.375 -2.355 -4.808 0.30
H 3.754 3.750 3.885 -0.46
H 0.415 6.817 -4.472 0.31
H -4.476 -0.914 -2.738 0.41
H -9.956 -3.314 -6.192 0.32
H -2.315 -2.166 3.947 0.26
H -0.499 -9.471 10.640 0.39
H 4.140 7.002 -3.699 0.44
H 1.620 7.807 -5.334 0.35
H -4.383 -4.613 -3.601 0.34
H -0.151 -2.239 -3.376 0.18
H 3.304 -0.557 2.433 0.34
H 0.217 12.057 -1.507 0.33
H 2.048 6.163 -4.756 0.33
H 4.237 8.353 -2.544 0.30
H 5.213 2.315 -2.484 0.20
H -2.400 -4.135 6.697 0.28
H -0.319 -8.414 9.220 0.31
H -7.049 -1.502 -4.523 0.26
H -4.202 -5.846 6.907 0.36
```

The total charge is -1. Its HOMO-LUMO gap is 0.2039 hartree.

---

(2)
Here is a molecular structure, C5H13NO3 from OMol25. Energies are from ωB97M-V with the def2-TZVPD basis set.

```
22
Properties=species:S:1:pos:R:3:nbo_charge:R:1
O -1.214 -0.860 1.308 -0.75
O 1.693 -0.304 0.356 -0.67
O -3.017 1.153 0.954 -0.69
N 1.550 -1.518 1.051 -0.53
C -2.602 0.365 -0.090 0.04
C 0.931 1.771 -0.231 -0.10
C -1.233 -1.488 -1.074 -0.66
C -1.710 -0.619 0.043 0.20
C 2.250 1.874 -0.622 -0.68
H 0.152 1.412 -0.887 0.21
H -1.414 -2.543 -0.852 0.21
H 2.919 2.495 -0.036 0.23
H -0.158 -1.354 -1.231 0.22
H -1.738 -1.235 -2.006 0.22
H -2.546 0.840 1.739 0.49
H 0.618 2.016 0.772 0.20
H 2.093 -1.492 1.911 0.34
H 1.868 -2.288 0.466 0.34
H 2.472 1.900 -1.683 0.23
H 2.498 0.501 -0.121 0.46
H -3.116 0.576 -1.015 0.18
H -0.295 -1.201 1.250 0.51
```

Its HOMO-LUMO gap is 0.2952 hartree.

---

(3)
Here is a molecular structure, C39H54CaN9O3PS2 from OMol25. Energies are from ωB97M-V with the def2-TZVPD basis set.

```
109
Properties=species:S:1:pos:R:3:mulliken_charge:R:1
Ca 0.121 -0.091 0.686 1.13
S -0.072 1.765 -3.973 -0.35
S 2.942 -0.252 2.005 0.00
P 0.350 -3.186 1.437 2.15
O -2.900 3.967 -0.777 -0.64
O 0.294 1.508 2.156 1.78
O -0.568 -1.521 -0.757 0.49
N 0.660 4.116 -2.931 0.33
N -1.362 3.219 -2.224 0.04
N 1.553 -5.303 2.852 0.11
N -1.890 0.741 0.003 0.82
N 2.139 1.702 -0.268 1.96
N 0.598 -5.868 0.661 0.13
N 2.148 -0.989 -0.899 0.59
N -0.877 -5.451 2.567 0.11
N -1.840 -0.561 2.440 -0.18
C -1.097 -4.034 2.271 -1.36
C -0.838 5.140 -0.744 -1.41
C -0.228 3.122 -3.020 0.41
C 3.198 -1.815 -0.333 0.00
C -2.709 0.627 2.320 -1.25
C -3.072 -1.610 -4.058 -1.13
C 3.059 1.245 -1.306 -1.03
C 0.159 1.576 3.456 -0.18
C 0.884 7.086 0.223 -0.51
C -1.250 -2.550 -2.772 -1.12
C -0.957 -0.610 3.357 -0.65
C 0.192 4.782 0.121 2.00
C -2.366 -0.552 -1.991 1.26
C -2.440 1.535 1.097 -0.52
C -0.514 0.531 5.567 -0.41
C 1.050 5.760 0.603 -1.04
C 0.535 -4.505 0.128 -1.29
C -0.026 1.608 6.291 -0.90
C 0.544 2.673 5.598 -0.67
C 0.642 2.659 4.218 -1.06
C -0.152 7.439 -0.631 -0.94
C 2.752 2.395 0.854 -0.03
C -2.660 0.432 -0.970 -2.00
C -0.647 -6.219 1.345 -0.90
C -1.346 -1.528 -1.795 -0.07
C -3.207 -0.624 -3.110 -0.40
C -2.080 -2.583 -3.869 -0.85
C -1.017 6.467 -1.114 0.39
C 2.938 5.006 -2.949 0.09
C 3.982 -1.151 0.808 -1.19
C 1.895 4.186 -3.698 -1.03
C 2.542 -0.049 -1.935 -0.65
C 0.267 -5.655 3.453 -0.95
C -0.456 0.519 4.179 0.07
C 1.707 -6.043 1.600 -0.94
C 2.637 6.504 -2.939 -1.18
C -1.787 4.092 -1.237 0.07
C 1.638 -3.859 2.616 -1.33
C 3.534 1.461 1.802 -1.46
H -0.967 -0.309 6.084 0.47
H 1.847 5.487 1.282 0.47
H -1.351 -3.507 3.193 0.42
H -1.958 -3.939 1.605 0.44
H 1.782 -7.105 1.839 0.27
H 2.729 -2.712 0.068 -0.67
H 2.236 3.170 -3.873 0.63
H -3.714 0.215 2.208 0.55
H 3.441 3.190 0.532 0.47
H -0.344 -4.419 -0.515 0.30
H 1.946 2.844 1.422 -0.52
H -0.597 -7.275 1.616 0.32
H -1.972 -3.382 -4.594 0.45
H 3.013 4.630 -1.924 -0.23
H -3.982 0.130 -3.222 0.39
H 4.585 1.386 1.524 0.58
H -2.014 2.468 -2.405 0.09
H 1.670 6.727 -2.479 0.16
H 3.922 -2.141 -1.093 0.47
H 2.633 -5.728 1.115 0.42
H -0.468 -1.579 3.494 0.30
H 3.394 7.052 -2.375 0.37
H 1.375 -1.566 -1.215 -0.17
H 0.127 -5.069 4.363 0.41
H 3.229 2.002 -2.077 0.10
H 1.696 4.629 -4.679 0.36
H 0.921 3.527 6.148 0.45
H -1.484 -6.070 0.662 0.40
H 1.410 -4.315 -0.497 0.53
H 2.623 6.899 -3.957 0.36
H 1.096 3.493 3.693 0.37
H 2.637 -3.621 2.238 0.35
H 3.499 1.889 2.804 0.57
H -1.834 6.737 -1.773 0.51
H 3.905 4.835 -3.426 0.48
H -0.291 8.474 -0.919 0.39
H 3.306 -0.466 -2.605 0.52
H 0.318 3.748 0.430 -0.14
H 1.534 -3.333 3.569 0.39
H 1.557 7.846 0.599 0.43
H 1.664 0.182 -2.537 -0.18
H 0.298 -6.713 3.719 0.31
H -3.649 0.904 -1.031 0.19
H 1.414 2.283 -0.681 -0.84
H -1.717 2.290 1.382 -0.25
H 0.431 4.920 -2.362 -0.23
H -2.684 1.244 3.220 0.44
H 4.519 -1.922 1.362 0.76
H 4.029 1.057 -0.840 0.52
H -3.721 -1.643 -4.922 0.39
H 4.726 -0.449 0.434 0.52
H -0.095 1.623 7.370 0.38
H -3.374 2.034 0.822 0.85
H -0.480 -3.302 -2.638 0.39
```

Its HOMO-LUMO gap is 0.2826 hartree.

---

| no. | HOMO (eV) | LUMO (hartree) | E (hartree) |
| --- | --- | --- | --- |
| 1 | -4.042 | 0.055 | -7257.0592 |
| 2 | -7.635 | 0.015 | -478.6000 |
| 3 | -7.323 | 0.013 | -4052.5216 |